1.
Density functional theory data (ωB97M-V/def2-TZVPD) for an isolated molecule of C4H8O3 in a non-equilibrium geometry.

## Properties
* energy above the lowest of the compared OMol25 structures with the same formula, charge and spin: 4.683 eV
* HOMO: -9.9 eV
* LUMO energy: 0.81 eV
* gap between HOMO and LUMO: 10.68 eV

```
15
Properties=species:S:1:pos:R:3:lowdin_charge:R:1
C 0.1496 -1.2463 -0.7995 -0.10
O 2.3624 0.0308 0.3240 -0.07
H 1.1057 0.8656 1.7376 0.11
H -2.3087 -0.2173 0.4780 0.11
H -0.6765 -1.8419 -1.1763 0.12
O -2.1341 0.9783 -1.0406 -0.05
H 2.0605 0.5388 -0.4470 0.09
C 1.2392 -0.0648 1.1762 -0.18
H 1.5196 -0.8421 1.9078 0.13
H -1.3549 1.3366 0.8189 0.11
O 0.1836 0.1482 -1.0443 -0.13
H -1.6730 1.7503 -1.4084 0.10
H 1.1523 -1.5959 -1.0120 0.12
C -0.0656 -0.3326 0.3131 -0.23
C -1.5601 0.4922 0.1725 -0.13
```

=====

2.
Density functional theory data (ωB97M-V/def2-TZVPD) for an isolated molecule of C4H8O3S in a non-equilibrium geometry.

## Properties
* energy above the lowest of the compared OMol25 structures with the same formula, charge and spin: 2.931 eV
* HOMO: -8.9 eV
* LUMO energy: 0.56 eV
* gap between HOMO and LUMO: 9.45 eV

```
16
Properties=species:S:1:pos:R:3:lowdin_charge:R:1
C -1.3151 0.1097 -0.1961 -0.94
O 1.0236 -0.7623 -0.8023 -0.16
H 0.0792 1.0918 -0.9618 0.08
C 1.9610 -1.0845 0.1189 -0.26
H -0.6630 -1.9083 -0.9175 0.18
H 2.9113 -1.2558 -0.3632 0.12
H -0.0665 -1.2311 0.7960 0.12
O 2.1505 1.3275 0.0376 -0.05
C 2.0343 0.2398 0.8424 -0.31
C -0.2754 -0.9784 -0.2784 -0.22
S -2.7890 -0.0345 0.3568 0.77
H 0.9555 0.2705 1.2845 0.15
H 2.9807 1.2422 -0.5681 0.17
H 1.7358 -1.9933 0.8410 0.17
O -0.7502 1.2536 -0.5272 0.04
H 2.8713 0.0664 1.5938 0.14
```

=====

3.
Density functional theory data (ωB97M-V/def2-TZVPD) for an isolated molecule of C4H8O3S in a non-equilibrium geometry.

## Properties
* energy above the lowest of the compared OMol25 structures with the same formula, charge and spin: 4.552 eV
* HOMO: -9.6 eV
* LUMO energy: -0.11 eV
* gap between HOMO and LUMO: 9.54 eV

```
16
Properties=species:S:1:pos:R:3:lowdin_charge:R:1
C 0.8106 -0.3626 -1.0038 -0.12
H -2.7552 1.5777 -1.0887 0.07
O 1.0681 0.7815 1.4489 -0.20
H -1.1332 -2.3250 1.0604 0.03
H 2.2516 1.2444 -0.3159 0.14
C -1.9550 1.2175 -0.4355 -0.48
H 2.3764 -0.3533 0.3701 0.06
C -0.6679 -1.4675 0.7295 -0.31
S -2.3757 -0.4246 0.4355 0.81
H -0.0540 0.1725 -1.6482 0.14
H 0.0041 1.0588 1.2280 0.14
C 1.6853 0.3482 0.1408 -0.18
O -0.0445 -1.5617 -0.5870 -0.27
O -0.9835 1.9791 -0.1791 -0.09
H 0.1084 -0.8901 1.4176 0.11
H 1.6644 -0.9948 -1.5726 0.16
```

=====

4.
Density functional theory data (ωB97M-V/def2-TZVPD) for an isolated molecule of C4H8O3Se in a non-equilibrium geometry.

## Properties
* HOMO: -9.2 eV
* LUMO energy: 0.59 eV
* gap between HOMO and LUMO: 9.75 eV

```
16
Properties=species:S:1:pos:R:3:lowdin_charge:R:1
C -0.7550 0.6322 -1.1632 -0.37
H 0.2868 -0.7982 0.9887 0.09
H -0.7481 -0.2771 -1.8933 0.11
O 0.0641 1.8653 0.6797 -0.19
C 1.1462 -0.2185 0.6002 -0.23
O -1.0636 -1.9758 0.4953 -0.03
C -2.0451 -1.3511 0.6720 -0.59
C 0.5679 0.9048 -0.2753 -0.38
Se -2.3386 0.4598 0.0138 1.03
H 2.5277 -0.6289 -0.6496 0.07
H -2.8714 -1.6538 1.3571 0.08
H 1.9759 0.1982 1.2347 0.15
O 2.1324 -1.1112 0.0630 -0.07
H 0.1954 1.4696 1.6255 0.13
H 1.4133 1.6023 -0.7577 0.18
H -0.9874 1.5131 -1.6749 0.02
```

=====

5.
Density functional theory data (ωB97M-V/def2-TZVPD) for an isolated molecule of C4H8O4 in a non-equilibrium geometry.

## Properties
* energy above the lowest of the compared OMol25 structures with the same formula, charge and spin: 2.938 eV
* HOMO: -9.8 eV
* LUMO energy: 0.77 eV
* gap between HOMO and LUMO: 10.58 eV

```
16
Properties=species:S:1:pos:R:3:lowdin_charge:R:1
H 0.1647 0.1098 1.1099 0.15
C 0.1228 -0.1499 0.0783 -0.34
O -0.5681 -1.2773 -0.1603 -0.12
H -2.3367 -2.2565 -0.1035 0.09
H 1.2142 2.2625 0.2009 0.10
H -0.0517 2.9554 -0.9055 0.10
H -0.4431 2.4345 0.7347 0.08
H -2.4426 -0.3959 -0.5877 0.12
O 2.5750 0.0731 0.2475 0.12
O -0.2678 0.9821 -0.6955 -0.09
H 2.6046 -2.0626 -0.4320 0.10
C 0.1599 2.1835 -0.1329 -0.11
H -2.1309 -1.1392 1.1941 0.11
O 1.7006 -1.8774 -0.5094 0.16
C -1.9552 -1.2309 0.0552 -0.07
C 1.6542 -0.6114 -0.0939 -0.41
```

=====

6.
Density functional theory data (ωB97M-V/def2-TZVPD) for a 2-piece molecular cluster, C4H8O6 overall in a non-equilibrium geometry.

## Properties
* energy above the lowest of the compared OMol25 structures with the same formula, charge and spin: 7.078 eV
* HOMO (spin up / spin down): -9.6 / -9.6 eV
* LUMO energy (spin up / spin down): -1.24 / -1.25 eV
* gap between HOMO and LUMO (spin up / spin down): 8.36 / 8.35 eV

```
18
Properties=species:S:1:pos:R:3:lowdin_charge:R:1
O -2.1309 -0.1731 4.4240 0.00
H 1.5058 -0.9505 -1.8081 0.14
O -2.0478 0.9972 4.0252 0.01
H -1.5561 -0.6347 -1.7900 0.10
O 0.1605 2.6004 -0.2563 0.10
H 1.8335 -0.7880 -0.0155 0.12
O 0.4087 0.4012 1.6031 -0.04
C 1.0816 -0.9580 -0.7960 -0.21
C -0.9667 0.2938 -1.7502 0.01
O 0.4074 -2.1611 -0.5754 -0.03
H -1.6477 1.1328 -1.5567 0.09
H 0.4447 -0.4324 2.1556 0.15
C 0.7248 1.5251 -0.2594 -0.22
C 0.0882 0.2071 -0.6497 -0.49
H 1.7824 1.3056 0.0254 0.13
H -0.5121 0.4436 -2.7372 0.10
H 1.0411 -2.8844 -0.6179 0.10
O -0.6175 0.0754 0.5792 -0.05
```

=====

7.
Density functional theory data (ωB97M-V/def2-TZVPD) for an isolated molecule of C4H8OP2 in a non-equilibrium geometry.

## Properties
* energy above the lowest of the compared OMol25 structures with the same formula, charge and spin: 1.332 eV
* HOMO (spin up / spin down): -7.9 / -8.3 eV
* LUMO energy (spin up / spin down): -1.35 / -1.10 eV
* gap between HOMO and LUMO (spin up / spin down): 6.55 / 7.23 eV

```
15
Properties=species:S:1:pos:R:3:lowdin_charge:R:1
H -1.0497 -1.1142 -0.5242 0.11
H -1.6693 -0.2966 1.8406 0.07
O 2.6238 1.7847 0.1241 -0.40
P 2.1584 -1.4226 0.5497 0.70
C 2.2422 -0.8183 -1.2681 -0.55
C -2.1992 -0.0093 0.9698 -0.11
P 1.7692 0.6160 -0.1824 0.38
C 0.0912 0.5631 0.3063 -0.23
H 3.1141 -0.5016 -1.7409 0.00
H -3.0887 -0.5530 0.8720 0.06
H 1.3178 -1.0401 -1.8888 0.04
H -1.5143 0.5755 -0.9397 0.12
H -0.0539 1.3272 1.0515 0.08
H -2.5910 0.9898 0.9587 0.08
C -1.1507 -0.1006 -0.1286 -0.33
```

=====

8.
Density functional theory data (ωB97M-V/def2-TZVPD) for an isolated molecule of C4H8OS in a non-equilibrium geometry.

## Properties
* energy above the lowest of the compared OMol25 structures with the same formula, charge and spin: 1.500 eV
* HOMO: -9.2 eV
* LUMO energy: 0.81 eV
* gap between HOMO and LUMO: 10.04 eV

```
14
Properties=species:S:1:pos:R:3:lowdin_charge:R:1
H -0.2708 -1.7344 0.9972 0.14
H 0.0337 -2.2042 -0.8737 0.11
C -0.7371 -0.1410 -0.5377 -0.63
H 1.7560 -0.2983 -1.0421 0.12
O 0.6372 2.0159 -0.2695 -0.04
H -2.2771 0.2707 1.2470 -0.13
C 0.0522 -1.4239 -0.0736 -0.13
H 2.2239 -0.4130 0.6611 0.14
H -0.5867 0.1223 -1.6028 0.12
H -0.0741 2.5168 0.1182 0.06
C 1.3005 -0.4419 -0.0309 -0.14
H 0.1188 0.7701 1.2973 0.15
S -2.4792 0.3122 -0.1031 0.71
C 0.3027 0.6487 0.2126 -0.46
```

=====

9.
Density functional theory data (ωB97M-V/def2-TZVPD) for C4H8OS as an isolated structure in a non-equilibrium geometry.

## Properties
* energy above the lowest of the compared OMol25 structures with the same formula, charge and spin: 4.872 eV
* HOMO: -8.8 eV
* LUMO energy: 0.88 eV
* gap between HOMO and LUMO: 9.65 eV

```
14
Properties=species:S:1:pos:R:3:lowdin_charge:R:1
C 0.8174 1.3711 -0.4363 -0.18
C -0.3210 -1.2694 0.2238 -0.58
C 1.6231 -0.0018 0.1317 -0.23
O 1.0261 -1.2182 -0.2971 -0.19
H -0.0951 -1.7722 1.2082 0.14
H 1.4453 0.3358 1.3765 0.14
H 0.2374 0.4423 1.5153 0.13
C -0.3969 1.1641 0.5297 -0.57
S -1.4373 -0.0124 -0.2006 0.92
H -1.2374 1.9235 0.6584 0.07
H -0.7346 -2.0450 -0.2876 0.03
H 1.4519 2.1202 0.0424 0.09
H 0.6149 1.5682 -1.4715 0.09
H 2.7703 -0.2125 -0.1490 0.15
```

=====

10.
Density functional theory data (ωB97M-V/def2-TZVPD) for a 2-piece molecular cluster, C4H8OS overall in a non-equilibrium geometry.

## Properties
* energy above the lowest of the compared OMol25 structures with the same formula, charge and spin: 4.767 eV
* HOMO: -8.7 eV
* LUMO energy: -0.34 eV
* gap between HOMO and LUMO: 8.40 eV

```
14
Properties=species:S:1:pos:R:3:lowdin_charge:R:1
H 0.7076 -1.3872 1.2680 0.10
H -0.0682 -0.9125 -2.7546 0.12
H 1.5283 -0.2510 -0.6299 0.13
C -0.1770 -0.6830 1.3195 -0.09
H -1.0241 0.8989 0.2501 0.12
C -0.0224 0.5862 0.5276 -0.74
H -0.5752 -0.6534 2.3736 0.10
C 0.5269 0.2101 -0.8131 -0.55
H 0.6790 0.7867 2.3821 0.33
H -0.7976 -1.3626 0.5690 0.13
S 0.4176 1.5159 -2.1969 0.78
C -0.3800 -0.1150 -1.9261 -0.47
H -1.4246 -0.1543 -1.4986 0.09
O 0.6098 1.5214 1.1292 -0.04
```

=====

11.
Density functional theory data (ωB97M-V/def2-TZVPD) for an isolated molecule of C4H8OS in a non-equilibrium geometry.

## Properties
* energy above the lowest of the compared OMol25 structures with the same formula, charge and spin: 3.885 eV
* HOMO: -8.2 eV
* LUMO energy: 0.73 eV
* gap between HOMO and LUMO: 8.88 eV

```
14
Properties=species:S:1:pos:R:3:lowdin_charge:R:1
H 1.5242 -0.4082 3.0821 0.10
C 0.6746 -1.6776 0.0102 -0.41
H 0.7397 1.8066 0.5830 0.04
H 0.3690 1.4147 -1.7867 0.07
H -1.9060 0.3080 -2.5718 0.06
S 1.3501 -0.3759 0.6710 0.89
C -0.3599 1.0742 -1.1363 -0.20
C -1.5326 0.4154 -1.5308 0.03
H -0.3702 -1.7827 -0.0723 -0.03
H 1.3351 -2.6230 -0.1406 0.04
C 0.0856 1.0455 0.2638 -0.32
H -2.2355 -0.0604 -0.8335 0.06
H -0.6492 0.9382 1.1804 0.13
O 0.9752 -0.0747 2.2814 -0.46
```

=====

12.
Density functional theory data (ωB97M-V/def2-TZVPD) for a 2-piece molecular cluster, C4H8OS2 overall in a non-equilibrium geometry.

## Properties
* energy above the lowest of the compared OMol25 structures with the same formula, charge and spin: 3.961 eV
* HOMO: -8.5 eV
* LUMO energy: -0.32 eV
* gap between HOMO and LUMO: 8.15 eV

```
15
Properties=species:S:1:pos:R:3:lowdin_charge:R:1
H -0.5675 1.1785 -2.1860 0.10
H -1.2592 -2.7235 -0.3398 -0.08
H 2.0253 1.1078 -1.1753 0.11
H -1.1857 -0.0785 3.6963 0.08
S 0.9313 -0.4966 2.7271 0.70
S -0.3455 -2.3211 -1.3471 0.73
H 0.8746 0.1750 -2.6892 0.10
H -0.6643 0.3590 0.8890 0.08
H 1.0890 0.1296 -0.0441 -0.04
H 0.5777 1.7418 -0.1274 0.08
O -1.2716 0.3285 1.7307 -0.06
C 1.0106 0.9204 -0.6909 -0.12
C 0.1502 0.4006 -1.8669 -0.40
C -0.7730 -0.6432 -1.3409 -0.46
C -0.5917 -0.0784 2.7646 -0.82
```

=====

13.
Density functional theory data (ωB97M-V/def2-TZVPD) for C4H8OS3 as an isolated structure in a non-equilibrium geometry.

## Properties
* energy above the lowest of the compared OMol25 structures with the same formula, charge and spin: 3.985 eV
* HOMO: -8.6 eV
* LUMO energy: -0.27 eV
* gap between HOMO and LUMO: 8.37 eV

```
16
Properties=species:S:1:pos:R:3:lowdin_charge:R:1
H 1.6973 -2.2638 1.8457 -0.13
C 1.6392 0.0006 0.2140 -0.40
H -2.3318 0.5356 -2.1256 0.27
S 2.0807 -0.9010 1.9763 0.59
C -0.6928 1.0504 0.8415 -1.19
H 2.0912 -0.5075 -0.4852 0.00
H -2.1004 -0.6814 1.0372 0.01
H -0.3532 -1.0754 0.4555 0.13
C 0.1801 -0.0838 0.0825 -0.51
H -0.0579 0.9174 -1.8534 0.12
S 0.0384 2.4364 1.3363 0.64
H 2.0477 1.0632 0.2084 0.08
C -0.3265 -0.0147 -1.3586 -0.33
H 0.1213 -1.0117 -1.9049 0.17
O -1.6834 -0.2915 -1.5085 -0.21
S -2.3500 0.8271 1.2387 0.75
```

=====

14.
Density functional theory data (ωB97M-V/def2-TZVPD) for an isolated molecule of C4H8OSSi in a non-equilibrium geometry.

## Properties
* energy above the lowest of the compared OMol25 structures with the same formula, charge and spin: 2.488 eV
* HOMO: -7.1 eV
* LUMO energy: -1.14 eV
* gap between HOMO and LUMO: 5.95 eV

```
15
Properties=species:S:1:pos:R:3:lowdin_charge:R:1
H -0.6564 -2.3354 0.0707 0.07
H -1.9854 -1.6229 1.3052 0.03
H -0.3451 -1.8893 1.7981 0.06
C 3.2549 1.2772 0.7464 -0.07
Si -0.3760 0.0154 0.1825 0.67
H 4.3077 1.2697 0.3238 0.09
H 2.8399 1.9081 1.5521 0.07
C 2.5376 0.2785 0.2899 -0.90
C -1.2864 0.5470 -1.3917 -0.15
H -2.2824 0.2228 -1.3951 0.00
S 2.5639 -1.0405 -0.7062 0.52
C -0.9653 -1.6059 0.8898 -0.17
O 0.9874 0.4685 0.7280 -0.31
H -1.3784 1.6342 -1.4333 0.03
H -0.7428 0.2431 -2.3205 0.07
```

=====

15.
Density functional theory data (ωB97M-V/def2-TZVPD) for a 2-piece molecular cluster, C4H8P2 overall in a non-equilibrium geometry.

## Properties
* energy above the lowest of the compared OMol25 structures with the same formula, charge and spin: 3.708 eV
* HOMO: -8.5 eV
* LUMO energy: 0.42 eV
* gap between HOMO and LUMO: 8.96 eV

```
14
Properties=species:S:1:pos:R:3:lowdin_charge:R:1
H -2.1484 -1.1467 -0.9602 0.08
H 0.1701 -0.6832 1.3310 0.07
H -0.1637 -1.9463 0.0801 0.04
H -0.3453 2.1163 0.8256 -0.20
C -2.4277 -0.2436 -0.3502 -0.10
H 1.5331 -1.0988 -1.5237 0.09
H -3.1950 -0.3250 0.3554 0.04
C 0.3946 -1.0750 0.3199 -0.17
C -1.7060 0.8426 -0.2544 -0.63
H 3.4380 0.2591 -0.4298 -0.17
C 1.2922 -0.6074 -0.5074 -0.55
P 2.2870 0.7970 -0.1446 0.76
H 2.2356 0.7103 1.2718 -0.08
P -1.3645 2.4007 -0.0135 0.82
```

=====

16.
Density functional theory data (ωB97M-V/def2-TZVPD) for an isolated molecule of C4H8S in a non-equilibrium geometry.

## Properties
* energy above the lowest of the compared OMol25 structures with the same formula, charge and spin: 1.177 eV
* HOMO: -8.4 eV
* LUMO energy: -0.12 eV
* gap between HOMO and LUMO: 8.32 eV

```
13
Properties=species:S:1:pos:R:3:lowdin_charge:R:1
H -0.4723 -1.4138 -1.6731 0.10
H -2.0148 -0.6449 -0.9828 0.10
H 0.9646 -0.8141 2.3217 0.06
H -0.5944 1.5687 -0.4966 0.09
H 1.4872 -1.0238 0.5907 0.09
C -0.9545 -0.3837 -1.4033 -0.10
H 1.9311 0.6530 1.2499 0.17
H -1.0696 0.0253 -2.3639 0.03
C 1.1810 -0.3197 1.4053 -0.12
C -0.0477 0.2808 0.8923 -0.88
S -1.3351 0.8650 1.8134 0.66
C -0.0950 0.5798 -0.4999 -0.35
H 1.0196 0.6272 -0.8536 0.14
```

=====

17.
Density functional theory data (ωB97M-V/def2-TZVPD) for an isolated molecule of C4H8SSi in a non-equilibrium geometry.

## Properties
* energy above the lowest of the compared OMol25 structures with the same formula, charge and spin: 1.709 eV
* HOMO (spin up / spin down): -7.9 / -7.7 eV
* LUMO energy (spin up / spin down): -0.58 / -0.61 eV
* gap between HOMO and LUMO (spin up / spin down): 7.30 / 7.09 eV

```
14
Properties=species:S:1:pos:R:3:lowdin_charge:R:1
H 0.6737 -1.1250 2.5949 0.05
H 1.5778 -0.1781 -1.3011 -0.06
H -0.2088 1.2702 -0.3975 -0.04
H -0.1831 2.6233 0.8120 0.06
Si 0.3340 -0.6336 -1.9221 0.55
H 0.5852 -1.9458 -2.5289 -0.09
S -0.7704 -1.5899 0.8005 0.91
C 0.3283 0.7696 1.6315 -0.27
C -1.0183 -0.7012 -0.6257 -0.69
C -0.0535 1.5692 0.6114 0.00
H -1.9919 -0.9780 -1.0243 -0.01
H 0.6292 1.2500 2.5570 0.10
H -0.1417 0.2889 -2.9552 -0.07
C 0.2394 -0.6196 1.7477 -0.45
```